{"formula": "C2H4N3", "method": "ωB97M-V/def2-TZVPD", "charge": 1, "largest_force_ev_per_a": 2.635, "energy_ev": -6596.6103, "lumo_energy_ev": [-6.56, -6.56], "gap_ev": [9.5706, 9.5711], "relative_energy_kcal_mol": 112.0, "elements": ["N", "N", "N", "C", "C", "H", "H", "H", "H"], "xyz": [[-2.7944, -0.0169, 0.0346], [0.7534, -0.8425, -0.5234], [1.4605, -0.6269, 0.4496], [-1.6594, -0.1715, -0.0561], [1.4520, 0.5177, -0.4047], [-3.8166, 0.0611, 0.2633], [1.0365, 1.4438, -0.1142], [2.2550, 0.5694, -1.0875], [1.3131, -0.9342, 1.4386]], "forces_ev_per_angstrom": [[-2.5, 0.1, 0.7], [-0.8, 0.4, -0.2], [-0.6, 0.5, 1.3], [0.7, 0.2, -0.1], [0.9, -1.3, -0.4], [1.9, -0.1, -0.6], [-1.4, 0.4, 0.3], [1.0, 0.1, -0.3], [0.8, -0.2, -0.8]]}

=====

{"formula": "C4H4OS2", "method": "ωB97M-V/def2-TZVPD", "smiles": "C=CC(=O)C(=S)S", "largest_force_ev_per_a": 2.089, "energy_ev": -27929.2934, "lumo_energy_ev": -1.28, "gap_ev": 7.7348, "relative_energy_kcal_mol": 20.1, "elements": ["S", "S", "O", "C", "C", "C", "C", "H", "H", "H", "H"], "xyz": [[-1.1670, -1.4084, -1.7463], [1.5141, -0.2937, -2.5024], [1.6176, 0.2442, 0.2430], [-0.4776, 0.7567, 2.1439], [0.4779, 0.0275, -0.0110], [-0.6854, 0.2349, 0.9394], [0.1811, -0.5288, -1.4244], [0.9365, -0.8829, -3.5754], [-1.2514, 0.9026, 2.8962], [-1.6840, 0.0080, 0.6416], [0.5384, 0.9397, 2.3955]], "forces_ev_per_angstrom": [[0.6, 0.6, 0.2], [0.0, 0.1, -0.1], [1.4, 0.4, 0.7], [0.0, -0.6, -0.3], [-2.0, -0.3, -0.6], [0.4, 0.3, 0.1], [-0.9, -0.8, 0.1], [0.0, 0.1, 0.4], [0.1, 0.1, -0.4], [-0.3, -0.3, -0.5], [0.7, 0.4, 0.5]]}

=====

{"formula": "C8H20NOPSi", "method": "ωB97M-V/def2-TZVPD", "smiles": "CC[Si@@H](CC(=O)N(C)C)P(C)C", "largest_force_ev_per_a": 3.803, "energy_ev": -29322.7953, "lumo_energy_ev": 0.66, "gap_ev": 8.4963, "elements": ["P", "Si", "O", "N", "C", "C", "C", "C", "C", "C", "C", "C", "H", "H", "H", "H", "H", "H", "H", "H", "H", "H", "H", "H", "H", "H", "H", "H", "H", "H", "H", "H"], "xyz": [[1.7270, -1.3223, 0.4502], [0.7120, 0.5909, 0.0654], [-2.0110, 2.5006, -0.9260], [-3.0713, 0.4517, -0.7563], [2.6371, -1.9919, -1.0630], [2.0839, 1.9438, -0.0702], [-2.7212, -0.9623, -0.4109], [0.6013, -2.6103, 1.2549], [-1.8739, 1.2501, -1.0277], [-3.8134, 1.0092, 0.4233], [-0.4618, 0.6090, -1.4535], [3.0343, 1.9241, 1.2375], [-0.5100, -2.3912, 1.1737], [-0.1056, 0.9042, 1.2609], [-3.1475, 1.1156, 1.3511], [-3.7181, -1.4992, -0.2241], [1.9701, -2.4406, -1.8682], [-2.1098, -0.9537, 0.5539], [1.6208, 2.9873, -0.1702], [0.8606, -3.6604, 0.8894], [3.3561, -1.1985, -1.4494], [-4.2442, 2.0419, 0.2042], [0.8394, -2.6133, 2.3781], [3.0064, 0.9139, 1.7672], [-2.2146, -1.5206, -1.2618], [-0.5735, -0.3852, -1.9903], [-4.6877, 0.3392, 0.7011], [2.7052, 1.7056, -1.0093], [0.0068, 1.3311, -2.2173], [4.1009, 2.0803, 0.8733], [3.2983, -2.8532, -0.6893], [2.7036, 2.7038, 2.0034]], "forces_ev_per_angstrom": [[1.1, -0.6, 0.7], [0.0, 0.7, -0.6], [1.0, -3.6, -0.3], [2.4, -0.3, 1.2], [0.1, -1.1, -0.1], [0.4, 0.1, 0.2], [-0.9, -0.6, 0.1], [-0.3, -0.6, 0.7], [-1.0, 2.7, -0.3], [-0.8, 1.0, 0.5], [-1.4, 0.8, -1.2], [-0.1, -0.3, -0.3], [1.4, -0.5, -0.2], [0.0, -0.2, 0.1], [-0.7, -0.2, -1.3], [1.6, 0.7, -0.1], [0.9, 0.9, 0.8], [-0.6, -0.4, -1.2], [0.6, -1.5, -0.1], [-0.5, 1.4, 0.3], [-1.2, -0.9, 0.4], [0.8, -1.5, 0.1], [-0.3, 0.1, -1.7], [0.1, 1.3, -0.8], [-0.5, 0.9, 1.2], [0.1, 1.2, 0.9], [1.2, 0.7, -0.6], [-0.9, 0.5, 1.3], [-0.9, -0.9, 1.1], [-1.3, 0.1, 0.8], [-0.9, 1.3, -0.5], [0.6, -0.9, -1.2]]}

=====

{"formula": "C30H45FGaO29", "method": "ωB97M-V/def2-TZVPD", "charge": -1, "largest_force_ev_per_a": 3.314, "energy_ev": -146311.3401, "lumo_energy_ev": 1.26, "gap_ev": 6.4669, "elements": ["Ga", "F", "O", "O", "O", "O", "O", "O", "O", "O", "O", "O", "O", "O", "O", "O", "O", "O", "O", "O", "O", "O", "O", "O", "O", "O", "O", "O", "O", "O", "O", "C", "C", "C", "C", "C", "C", "C", "C", "C", "C", "C", "C", "C", "C", "C", "C", "C", "C", "C", "C", "C", "C", "C", "C", "C", "C", "C", "C", "C", "C", "H", "H", "H", "H", "H", "H", "H", "H", "H", "H", "H", "H", "H", "H", "H", "H", "H", "H", "H", "H", "H", "H", "H", "H", "H", "H", "H", "H", "H", "H", "H", "H", "H", "H", "H", "H", "H", "H", "H", "H", "H", "H", "H", "H", "H"], "xyz": [[-1.2988, -0.1051, -3.9643], [-1.4642, 0.9508, -2.3366], [-2.8889, -6.5980, -4.2034], [0.2256, -3.3955, 5.0136], [1.5611, -6.6077, -2.0303], [1.1016, 3.1206, 3.8538], [3.0400, 6.2137, 3.8185], [-1.3088, -1.8948, 5.8059], [-0.7313, 4.3096, 3.3053], [1.8220, 1.1134, -3.4493], [-0.9630, 2.3642, 4.4859], [2.1338, -2.1756, 8.9572], [-3.8011, 4.4437, -4.8864], [2.9509, -3.1888, 0.8624], [-3.3751, -6.1142, -6.3860], [2.1458, -1.4529, -0.3908], [1.9030, -6.9972, -4.2586], [-5.1424, -0.2972, -6.0500], [-2.3215, 4.7806, -3.1749], [-1.5464, 4.4957, -5.2708], [-0.1286, -1.5415, -3.5285], [2.6981, 6.6031, 6.0468], [2.7772, 8.3412, 4.6160], [1.6402, -4.8696, -3.4610], [2.5916, -1.1903, 1.8378], [-7.3655, -0.2879, -6.4134], [0.5320, -1.1447, 4.7461], [2.7764, -1.4877, 6.9107], [-4.8812, -5.6342, -4.7812], [-6.1055, -2.0365, -7.1809], [1.1199, -0.3566, 8.0110], [2.1727, -0.3033, -3.2648], [-5.3415, -5.0313, -5.9756], [1.1983, -4.3623, -2.2162], [2.3353, 8.8485, 5.8608], [-7.0877, 0.7681, -5.5129], [2.5286, -1.9041, 0.6758], [-0.9172, 4.6338, -3.0814], [-0.3288, -0.0349, 4.9182], [2.9904, -3.1731, 8.4344], [-5.6181, 0.9824, -5.6777], [3.7088, -2.4656, 7.3316], [1.7181, -6.2264, -3.3316], [2.8551, 6.9845, 4.7455], [-2.6572, 4.5631, -4.4802], [-0.1506, -2.2465, 5.1747], [1.2159, -1.3565, -4.1097], [3.7003, -0.4787, -3.9225], [-3.6480, -6.1549, -5.0491], [-0.4498, 4.9043, -4.4747], [1.5991, -5.4284, -1.2488], [-4.5758, -5.7484, -7.0398], [-0.2595, 3.1914, 3.9305], [1.5155, 4.1277, 2.9498], [0.3919, 5.1119, 2.9941], [3.5167, -3.2518, 2.1578], [2.8627, -2.1151, 2.8742], [1.9381, -1.2599, 7.9637], [2.7361, 7.7825, 6.8282], [-6.1967, -0.9683, -6.5992], [-1.2693, -0.4916, 5.9858], [-0.2604, 5.9679, -4.6532], [3.6803, -1.3647, -4.7224], [-2.8065, -0.5955, -4.3208], [-4.3681, -5.1116, -7.9041], [3.9676, -3.1350, 6.5065], [1.9176, -2.4057, 3.3448], [0.2498, 5.6245, 2.0388], [3.9913, 0.4860, -4.5283], [-0.6892, 3.6137, -2.7546], [-7.3527, 0.4477, -4.4999], [0.4482, 4.3353, -4.7306], [4.4532, -0.7426, -3.0519], [0.5220, 5.8597, 3.7835], [-5.1406, 1.3201, -4.7538], [1.1773, -1.0673, -5.2673], [4.6016, -3.1260, 2.0765], [2.8107, 9.8087, 6.0792], [-0.8966, -0.2747, 6.9924], [3.5144, -1.6695, 3.6307], [1.6737, -3.4021, -1.9978], [3.7538, 7.9227, 7.2072], [2.0483, 7.7087, 7.6751], [-6.4222, -5.1588, -6.0830], [1.3910, 1.2887, -4.3380], [1.7758, -2.4085, -4.0427], [4.6167, -1.9618, 7.6795], [-5.0836, -6.6567, -7.3805], [2.3811, -4.0067, 8.0693], [3.6721, -3.5421, 9.2056], [-2.2671, -0.0583, 5.8750], [0.9114, -5.5022, -0.4020], [-0.8387, 0.1677, 3.9704], [1.6421, 3.6819, 1.9577], [-7.6695, 1.6581, -5.7680], [-5.3863, 1.6926, -6.4784], [-5.1108, -3.9613, -5.9435], [-0.5006, 5.3402, -2.3582], [2.2035, -0.5628, -2.1203], [2.4658, 4.5662, 3.2665], [1.2501, 8.9897, 5.8202], [0.1131, -4.2212, -2.2569], [0.2372, 0.8528, 5.2141], [2.6169, -5.2881, -0.8698], [-0.7792, 0.8493, -5.1392], [3.3050, -4.2165, 2.6271]], "forces_ev_per_angstrom": [[-0.6, 0.2, 1.2], [0.1, -0.5, -1.2], [-1.7, 0.9, -1.9], [-0.5, 1.9, 0.3], [0.1, -0.2, -1.0], [-1.5, -0.3, 0.5], [0.1, 2.4, 2.3], [1.0, -0.9, -0.6], [0.0, -1.0, 0.6], [-0.6, -0.8, -0.6], [1.0, 2.6, -1.1], [-0.2, 0.9, -0.5], [2.3, 0.3, 0.8], [-0.4, 0.7, -0.3], [0.0, -0.1, 0.9], [1.0, -1.3, 2.8], [-0.3, 1.5, 2.0], [-1.1, -1.0, -0.7], [-0.7, 0.1, -1.1], [-1.0, 0.0, 0.4], [2.1, 1.1, -1.5], [0.0, 0.0, -1.2], [0.2, -1.1, -0.2], [0.3, -1.4, -0.2], [0.0, -0.3, -1.1], [0.5, -0.7, -0.4], [-0.4, -1.7, 0.5], [-0.7, 0.3, 0.7], [0.9, -0.7, 0.0], [-0.3, 2.0, 1.1], [1.9, -1.9, 0.0], [1.0, -0.6, -1.7], [-0.8, 1.0, -0.2], [-0.5, 1.2, 0.5], [-0.4, 1.1, 0.3], [-0.6, 0.7, 0.6], [-0.9, 1.2, -2.1], [0.8, -0.4, 1.0], [0.3, 1.1, -0.3], [0.2, -1.1, 0.4], [0.7, 1.0, 0.4], [0.9, -0.3, -0.5], [0.2, -1.0, -1.9], [0.4, -1.3, -1.6], [-1.9, -0.4, -0.5], [0.4, -1.3, -0.2], [-0.1, -0.7, 1.0], [-0.5, -0.7, -0.1], [1.6, -0.8, 1.9], [1.0, 0.2, -0.3], [0.1, 0.2, 1.0], [-0.2, 0.0, -1.1], [-1.1, -1.2, 0.8], [1.3, 0.0, -0.8], [0.2, 0.9, -0.4], [0.6, -0.8, 0.4], [-0.3, 0.0, 1.2], [-1.5, 1.7, 0.0], [0.1, 0.1, 1.2], [0.7, -1.5, -0.7], [-0.7, 1.0, 0.7], [0.0, 0.0, 0.0], [0.2, 1.7, 1.8], [0.4, 0.0, 0.3], [0.1, -0.1, 0.2], [-0.1, 0.2, 0.0], [0.2, 0.0, -0.1], [-0.1, -0.1, 0.2], [-0.5, -1.8, 1.5], [-0.1, 0.0, -0.1], [0.0, 0.0, -0.1], [-0.3, 0.0, -0.1], [-1.2, 0.7, -2.0], [0.0, -0.1, 0.0], [0.1, -0.2, -0.2], [0.2, -0.3, 2.3], [0.0, 0.0, 0.0], [0.0, -0.2, -0.2], [0.0, -0.1, -0.2], [-0.2, 0.1, -0.2], [-0.2, -0.1, -0.2], [-0.1, 0.0, -0.1], [0.1, -0.2, -0.2], [0.2, 0.0, 0.2], [0.6, -0.9, 1.5], [-1.1, 2.2, -0.2], [-0.1, 0.0, 0.0], [0.0, 0.0, 0.0], [0.0, 0.1, 0.0], [-0.2, 0.2, 0.0], [0.1, -0.3, -0.1], [0.1, -0.1, -0.2], [0.2, -0.1, 0.2], [-0.2, 0.0, 0.1], [0.0, -0.3, -0.1], [0.0, -0.1, 0.1], [0.0, -0.2, -0.1], [-0.3, 0.0, -0.1], [-0.4, 0.9, -2.7], [-0.6, -0.6, -0.1], [0.1, 0.0, 0.0], [0.2, 0.1, 0.0], [0.0, -0.7, -0.1], [-0.1, 0.0, 0.0], [0.4, 0.1, 0.1], [0.0, 0.1, -0.2]]}